{"formula": "C6H9N", "method": "ωB97M-V/def2-TZVPD", "symbols": ["C", "C", "C", "N", "C", "C", "C", "H", "H", "H", "H", "H", "H", "H", "H", "H"], "coordinates": [[1.32503, -2.24122, 0.22334], [0.46287, -1.01264, 0.26065], [-0.34999, -0.60080, 1.28789], [-0.91879, 0.59712, 0.92844], [-0.48467, 0.96919, -0.31719], [-0.85956, 2.27994, -0.92982], [0.36418, -0.01779, -0.75663], [2.06396, -2.23731, 1.03290], [1.87770, -2.29296, -0.71965], [0.73953, -3.16303, 0.31565], [-0.56801, -1.05737, 2.24430], [-1.55245, 1.13010, 1.50118], [-0.36465, 3.11499, -0.41741], [-0.54598, 2.30406, -1.97713], [-1.94042, 2.46294, -0.89908], [0.87684, -0.02612, -1.71181]], "atomic_forces_ev_per_a": [[0.04, -0.10, 0.01], [-0.06, 0.03, 0.10], [0.08, -0.11, 0.00], [-0.02, 0.12, -0.06], [0.02, 0.00, 0.04], [-0.03, 0.06, -0.04], [0.02, 0.05, -0.02], [-0.11, -0.01, -0.11], [-0.09, 0.00, 0.12], [0.07, 0.14, -0.02], [0.03, 0.06, -0.16], [0.10, -0.07, -0.10], [-0.09, -0.12, -0.08], [-0.06, -0.02, 0.16], [0.15, -0.06, 0.00], [-0.07, 0.02, 0.16]], "smiles": "Cc1c[nH]c(C)c1", "energy_ha": -288.7788, "homo_ev": -7.79, "homo_lumo_gap_ev": 8.8}

***

{"formula": "C7H13N", "method": "ωB97M-V/def2-TZVPD", "symbols": ["C", "C", "C", "C", "C", "C", "C", "N", "H", "H", "H", "H", "H", "H", "H", "H", "H", "H", "H", "H", "H"], "coordinates": [[0.80796, -0.35567, 2.68223], [0.62655, 1.05651, 1.86488], [0.92950, 0.61955, 0.54898], [-1.13661, -0.76916, 0.06653], [0.93556, -1.17911, -1.14075], [-0.48202, 0.88711, -1.51247], [0.12226, -0.10124, -0.48477], [1.41683, -1.37646, 2.64834], [-0.31168, 1.44034, 2.10315], [1.57481, 1.43195, 2.48086], [2.00450, 0.48897, 0.35498], [-0.95281, -1.66476, 0.57069], [-1.84111, -0.81113, -0.74214], [-1.61693, -0.08475, 0.80759], [0.22664, -1.73507, -1.85162], [1.69287, -0.74308, -1.75186], [1.34229, -1.66347, -0.22307], [-1.53427, 0.60952, -1.83945], [0.06391, 0.91089, -2.45001], [-0.43984, 1.85931, -1.07195], [1.83075, -1.96825, 1.92014]], "atomic_forces_ev_per_a": [[-0.96, 0.50, 0.60], [3.54, -0.70, 0.00], [1.54, 0.22, -0.02], [-0.52, 2.34, 1.08], [-1.16, -0.41, 0.06], [-0.53, -0.40, -0.95], [-2.16, 0.79, -0.32], [0.61, -2.18, -0.30], [-1.24, 0.76, 0.66], [-2.29, 0.33, -1.71], [-0.29, 0.20, 0.23], [0.17, -1.67, 0.62], [-0.36, -0.92, -0.09], [0.20, -0.41, -0.38], [1.26, 0.07, 1.34], [0.93, 0.16, -0.29], [0.02, -0.85, -1.37], [1.19, 0.55, 0.59], [0.48, 0.13, -0.10], [-0.39, 0.83, -0.01], [-0.03, 0.64, 0.35]], "energy_ha": -329.0860, "homo_ev": [-6.95, -7.30], "homo_lumo_gap_ev": [7.4, 7.8]}

***

{"formula": "C5H7NS", "method": "ωB97M-V/def2-TZVPD", "symbols": ["C", "C", "C", "C", "C", "N", "S", "H", "H", "H", "H", "H", "H", "H"], "coordinates": [[-0.20837, 0.71711, -1.22884], [-0.80569, -0.61995, -0.87122], [-1.06404, -0.72622, 0.90042], [0.13954, -0.33070, 1.45239], [1.81669, 0.87842, -0.03497], [0.92137, 1.27503, -0.87746], [1.84992, -0.65052, 0.86839], [-0.67323, 1.28992, -1.92478], [-1.75535, -0.74994, -1.41624], [0.03122, -1.26301, -1.21275], [-1.87767, -0.11459, 1.24774], [-1.24528, -1.83354, 1.10642], [0.20520, 0.64256, 1.83962], [2.66569, 1.48542, 0.15129]], "atomic_forces_ev_per_a": [[0.46, -1.72, 1.40], [0.61, 1.67, 0.86], [-0.48, -3.20, -2.69], [3.90, 0.53, 0.58], [0.45, -1.87, 0.98], [-0.65, 0.49, -0.36], [-1.83, 0.07, 0.10], [-1.87, 1.49, -2.01], [0.52, -0.17, 0.30], [-0.91, -0.69, 0.94], [-0.46, 0.16, -0.20], [-0.17, 1.27, -0.68], [-0.15, 1.24, 0.66], [0.59, 0.72, 0.12]], "energy_ha": -647.5010, "homo_ev": [-7.61, -8.01], "homo_lumo_gap_ev": [7.4, 7.6]}

***

{"formula": "C18H50BrN4O4", "method": "ωB97M-V/def2-TZVPD", "symbols": ["Br", "C", "C", "O", "N", "H", "H", "C", "H", "H", "H", "H", "H", "H", "C", "N", "C", "C", "C", "C", "O", "H", "H", "H", "H", "H", "H", "H", "H", "H", "H", "H", "H", "H", "H", "C", "N", "C", "C", "C", "C", "O", "H", "H", "H", "H", "H", "H", "H", "H", "H", "H", "H", "H", "H", "H", "C", "N", "C", "C", "C", "C", "O", "H", "H", "H", "H", "H", "H", "H", "H", "H", "H", "H", "H", "H", "H"], "coordinates": [[1.57588, -7.04772, -24.12756], [2.47047, -3.27466, -20.15939], [3.11856, -3.86623, -21.36069], [3.69411, -3.28610, -22.20939], [2.99895, -5.34271, -21.54775], [2.59172, -5.86870, -20.76995], [2.36572, -5.58091, -22.34269], [4.33624, -5.98345, -21.89709], [2.72880, -3.85677, -19.27118], [1.38429, -3.23538, -20.26082], [2.83684, -2.26303, -20.00505], [4.05491, -6.99402, -22.18702], [4.96291, -6.00089, -21.01105], [4.82464, -5.48792, -22.72614], [0.52780, -3.69957, -26.07969], [1.90275, -3.17082, -26.38728], [2.70868, -3.32867, -25.11464], [2.52273, -4.01422, -27.43959], [1.85563, -1.73835, -26.90863], [1.54768, -0.71066, -25.83697], [2.74585, -0.39624, -25.17443], [0.07679, -3.19434, -25.23248], [0.68327, -4.76778, -25.96125], [-0.09310, -3.43611, -26.93754], [3.66140, -2.84191, -25.29374], [2.72719, -4.39786, -24.89935], [2.18222, -2.83734, -24.30369], [1.88958, -4.09981, -28.32085], [2.61537, -5.01397, -27.01070], [3.50767, -3.65212, -27.71803], [1.15431, -1.79127, -27.73918], [2.83756, -1.54670, -27.34116], [0.80342, -1.13196, -25.14651], [1.09421, 0.16762, -26.30601], [2.55852, 0.18029, -24.42496], [-1.47991, -12.66712, -23.60034], [-0.22363, -12.92475, -22.81633], [-0.48354, -14.17766, -21.99646], [0.94773, -13.20615, -23.70657], [-0.01033, -11.82835, -21.81290], [0.23573, -10.40959, -22.34445], [1.30761, -10.39424, -23.27655], [-2.23270, -12.34304, -22.88839], [-1.64797, -13.56212, -24.18937], [-1.28492, -11.80121, -24.23240], [0.31372, -14.39340, -21.28019], [-0.32267, -15.02408, -22.66643], [-1.45140, -14.06145, -21.52763], [1.79213, -13.45352, -23.07099], [1.08817, -12.33530, -24.33669], [0.69754, -14.06167, -24.33171], [0.86543, -12.12718, -21.23484], [-0.84735, -11.83981, -21.11719], [0.36201, -9.78356, -21.45811], [-0.66683, -10.02422, -22.83672], [1.38177, -9.44221, -23.51170], [0.42754, -7.69067, -27.94952], [0.32401, -9.19438, -27.97179], [-0.15025, -9.66863, -26.64458], [-0.64632, -9.61796, -29.06985], [1.71377, -9.72655, -28.24197], [1.83017, -11.23729, -28.18812], [2.07149, -11.68446, -26.87605], [1.05956, -7.48477, -27.08617], [-0.54582, -7.25939, -27.72736], [0.83491, -7.38209, -28.90615], [0.50646, -9.28782, -25.85920], [-0.18102, -10.75404, -26.63170], [-1.14370, -9.25702, -26.46277], [-0.10013, -9.49048, -29.99825], [-1.47180, -8.91461, -29.00601], [-0.98780, -10.61866, -28.83567], [2.41357, -9.23542, -27.56851], [1.96106, -9.38350, -29.24862], [2.60173, -11.55890, -28.89672], [0.97868, -11.72246, -28.68735], [2.85677, -12.24169, -26.86645]], "atomic_forces_ev_per_a": [[0.05, 0.19, 0.10], [0.26, -0.15, 0.46], [-0.66, 0.68, 0.50], [0.42, 0.22, -0.65], [0.48, -1.02, -0.33], [0.11, 0.42, 0.22], [-0.02, 0.10, -0.31], [-0.54, -0.68, 0.23], [-0.19, -0.04, 0.01], [-0.02, -0.19, -0.05], [0.03, 0.01, -0.19], [0.30, -0.04, -0.05], [0.02, 0.13, 0.01], [-0.23, 0.29, 0.03], [0.24, 0.48, -1.12], [-0.10, 0.37, 0.61], [-0.32, 0.27, -0.54], [-0.06, -0.89, 0.10], [0.34, -0.40, 0.12], [-0.48, -0.14, -0.20], [0.12, -0.15, 0.12], [0.32, -0.21, 0.29], [-0.55, -0.06, 0.34], [-0.05, -0.45, -0.05], [0.21, -0.28, 0.30], [0.37, 0.07, -0.09], [0.07, 0.23, -0.10], [-0.10, 0.38, 0.04], [0.14, 0.01, -0.08], [-0.02, 0.19, 0.11], [-0.23, 0.34, 0.15], [0.05, 0.13, 0.15], [-0.04, 0.17, -0.01], [0.05, -0.05, -0.04], [0.07, 0.11, -0.10], [1.19, 0.69, -0.01], [-0.53, -0.72, 0.91], [1.00, -0.32, -0.50], [-0.51, 0.25, -0.18], [1.16, 0.59, 0.06], [-0.94, -0.77, -0.48], [-0.37, 0.88, 0.59], [-0.39, -0.59, -0.12], [-0.60, 0.09, 0.06], [0.03, -0.18, -0.24], [-0.12, 0.84, 0.26], [-1.04, 0.00, -0.15], [-0.09, -0.45, 0.02], [0.17, 0.22, -0.12], [0.44, -0.02, 0.12], [-0.07, -0.05, 0.10], [0.05, -0.04, -0.07], [-0.17, 0.04, -0.16], [0.41, 0.03, -0.02], [-0.08, -0.06, 0.08], [0.43, -0.40, -0.12], [-0.01, -0.77, 0.65], [-0.05, 0.10, -0.09], [-0.32, 0.28, 0.36], [0.57, 0.72, 1.03], [-0.01, -0.04, -0.70], [0.26, -0.22, -0.95], [-0.19, -0.19, 0.11], [0.29, 0.38, -0.24], [-0.11, -0.08, -0.32], [0.00, 0.27, 0.05], [0.11, -0.14, -0.18], [0.06, 0.01, -0.04], [-0.03, -0.07, -0.14], [-0.30, -0.33, -0.24], [-0.16, -0.14, -0.17], [0.06, -0.14, -0.43], [-0.13, -0.14, 0.28], [-0.05, -0.02, -0.01], [0.42, 0.35, 0.38], [-0.37, 0.09, 0.65], [-0.05, 0.01, 0.00]], "total_charge": 3, "energy_ha": -3808.9035, "homo_ev": -16.12, "homo_lumo_gap_ev": 9.7}

***

Which formula does entry 3 have? C5H7NS